9
Properties=species:S:1:pos:R:3:forces:R:3:lowdin_charge:R:1 method="wB97M-V/def2-TZVPD" e_above_lowest_kcal_mol=98.03 gap_ha="0.2807 / 0.3453" total_energy_ev=-17970.89430 spin_multiplicity=1
N -1.4116 1.1642 0.2625 -0.362 -0.369 -0.438 -0.250
N 0.3953 -1.6519 0.4264 0.539 -1.056 -0.765 -0.092
O -2.7360 -0.6029 -0.6591 -0.361 -0.542 0.031 -0.571
O 1.3833 -0.8099 -0.1070 -0.622 -0.968 -0.018 -0.160
S -1.9659 -0.3640 0.5719 0.398 0.337 -0.473 0.843
H -1.8618 1.5883 -0.5293 -0.038 0.043 -0.185 0.045
H -0.8538 1.7450 0.8276 0.601 0.334 0.893 0.031
H 0.2648 -2.4361 -0.3159 0.072 1.977 0.934 0.076
H 1.9042 -0.5718 0.6705 -0.228 0.244 0.022 0.077

=====

15
Properties=species:S:1:pos:R:3:forces:R:3:mulliken_spin:R:1 method="wB97M-V/def2-TZVPD" e_above_lowest_kcal_mol=2.98 gap_ha="0.4042 / 0.2570" total_energy_ev=-11882.01300 spin_multiplicity=2
O 2.1392 -0.7588 1.2611 -0.958 0.239 0.660 0.176
C 1.2494 -0.3451 0.5433 3.155 -1.039 -1.849 0.006
O 1.0569 -0.4553 -0.6731 -0.892 0.554 0.974 0.362
C 0.3092 0.8388 1.2379 -0.806 0.448 0.877 0.198
N 0.1143 0.5171 2.5892 0.012 -0.270 -1.064 0.243
H 0.9255 1.7258 1.1802 0.193 0.090 -0.407 -0.006
H -0.5583 0.8991 0.5949 -0.275 -0.115 0.235 0.018
H -0.2568 -0.4177 2.7229 -0.348 0.189 0.203 0.003
H 1.0180 0.5639 3.0257 0.212 -0.035 0.609 -0.002
H -0.2637 -0.8281 -1.7516 -0.035 -0.232 0.055 -0.001
H -0.9235 -0.4788 -3.0615 -0.263 -0.131 0.037 0.000
O -1.0483 -1.0360 -2.2820 0.220 -0.097 -0.242 0.002
H -2.0968 1.5903 -1.2283 -0.194 0.115 -0.206 0.000
H -2.3759 0.1458 -1.5988 -0.024 0.320 -0.514 0.000
O -2.6283 1.0614 -1.8358 0.003 -0.034 0.633 0.000

=====

23
Properties=species:S:1:pos:R:3:forces:R:3:lowdin_charge:R:1 method="wB97M-V/def2-TZVPD" e_above_lowest_kcal_mol=48.09 gap_ha=0.3313 total_energy_ev=-14507.16404 spin_multiplicity=1
N -1.7088 -0.2905 -1.8640 -3.144 4.980 -1.772 -0.013
C -1.7081 0.5389 -0.6172 -1.693 0.255 -0.020 -0.244
C -0.4457 0.2685 0.2433 -0.315 -1.265 -1.818 -0.086
C 0.6387 -0.2496 -0.7265 1.097 1.311 -2.279 -0.451
N 1.4651 -1.2359 -0.3073 -2.162 0.633 1.257 0.198
O 0.8031 0.2465 -1.9067 0.242 -1.083 3.667 -0.068
H -1.0089 -0.9232 -1.8584 2.382 -2.498 0.169 -0.018
H -1.4091 0.3582 -2.6867 -0.819 -1.620 1.985 0.115
H -1.8112 1.6434 -0.7370 0.724 -0.716 -0.958 0.108
H -2.7558 0.4255 -0.1608 1.732 -0.714 0.283 0.110
H -0.5741 -0.4603 1.0349 -0.099 0.105 0.176 0.078
H -0.0487 1.1873 0.5986 0.320 0.786 0.711 0.110
H 2.2912 -1.2720 -0.8088 1.788 -0.480 -1.153 0.088
H 1.4553 -1.5632 0.6609 0.047 0.382 -0.416 0.076
O 1.2091 -1.3175 2.5661 4.134 1.384 -0.761 -0.011
H 1.5731 -1.1097 3.4286 0.666 0.212 -0.018 0.068
H 0.4096 -1.6217 2.8195 -4.716 -1.676 0.950 -0.054
O 1.1398 3.0546 -2.0463 -0.602 -3.313 -1.714 -0.135
H 1.1911 2.0844 -1.7759 0.317 1.311 1.121 0.005
H 0.8638 2.6291 -2.9189 0.223 2.046 0.560 0.056
O -1.3710 -1.0584 3.5534 3.953 0.238 0.793 0.025
H -1.4147 -0.1251 3.4650 0.252 1.431 -0.075 0.046
H -2.2134 -1.3156 3.4084 -4.328 -1.707 -0.687 -0.003

=====

12
Properties=species:S:1:pos:R:3:forces:R:3:lowdin_charge:R:1 method="wB97M-V/def2-TZVPD" e_above_lowest_kcal_mol=80.03 gap_ha="0.3083 / 0.3082" total_energy_ev=-99311.88431 spin_multiplicity=1
C -1.1376 -0.7543 -1.7546 0.833 0.639 -2.826 -0.098
C -1.1652 -0.2165 -0.5883 3.663 -0.772 1.230 -0.035
C 0.7573 0.8989 1.2911 1.275 2.608 1.510 -0.761
C 0.8742 -0.4029 0.5890 -2.863 -0.111 -2.063 -1.220
Cl 1.0760 2.2266 0.1561 0.271 0.537 -0.655 0.542
Cl 2.1138 -0.7484 -0.6407 -0.827 0.474 1.255 0.555
Br 0.4266 -1.8779 1.7002 0.213 0.101 -0.052 0.684
H -2.0282 -1.1009 -2.3127 0.344 0.392 0.429 0.067
H -0.2114 -0.5818 -2.4361 -1.173 -1.071 1.481 0.086
H -1.8325 0.0845 0.1538 -1.000 0.027 1.121 0.039
H -0.2227 1.2048 1.6267 -0.682 -1.134 -0.045 0.042
H 1.3498 1.2679 2.2155 -0.056 -1.691 -1.385 0.101

=====

65
Properties=species:S:1:pos:R:3:forces:R:3:lowdin_charge:R:1 method="wB97M-V/def2-TZVPD" e_above_lowest_kcal_mol=14.46 gap_ha=0.2094 total_energy_ev=-109680.05196 spin_multiplicity=1 charge=-1
Cd 0.4138 -1.2078 -1.1334 0.264 -0.456 0.218 1.222
C -2.5875 -0.3216 1.7701 0.312 -0.049 0.306 -0.179
C -1.3129 -0.4356 2.6059 -0.310 -0.093 -0.114 -0.207
O -0.3585 0.5313 2.2191 -0.077 0.148 -0.199 -0.148
C 0.9445 0.1828 2.6407 0.404 0.029 -0.039 -0.211
C 2.0094 0.9813 1.8904 -0.261 -0.258 0.264 -0.173
O 2.0385 0.6427 0.5137 -0.190 -0.125 0.151 -0.176
C 1.8843 1.7199 -0.3768 -0.335 0.252 -0.192 -0.189
C 0.4763 2.3210 -0.3417 0.416 -0.033 0.157 -0.188
O -0.4469 1.3060 -0.6386 0.100 -0.313 -0.041 -0.198
C -1.7778 1.6469 -0.3589 -0.497 -0.212 0.129 -0.180
C -2.6530 0.4010 -0.5025 0.086 0.466 -0.176 -0.178
O -2.3299 -0.6140 0.4109 0.177 -0.146 0.295 -0.153
H -3.2964 -1.0694 2.1521 0.049 0.123 -0.008 0.129
H -3.0423 0.6698 1.8845 0.033 -0.033 -0.018 0.120
H -1.5585 -0.3110 3.6760 -0.051 -0.090 -0.155 0.130
H -0.9106 -1.4430 2.4494 -0.022 0.092 0.130 0.049
H 1.0452 0.3645 3.7253 0.102 0.008 -0.133 0.129
H 1.1279 -0.8802 2.4377 -0.015 0.145 0.086 0.052
H 1.8593 2.0588 2.0238 0.000 -0.038 0.013 0.121
H 2.9812 0.7078 2.3238 -0.103 0.104 -0.009 0.130
H 2.6236 2.5086 -0.1624 -0.109 -0.061 -0.146 0.131
H 2.0521 1.3006 -1.3718 0.127 0.150 0.051 0.111
H 0.2618 2.7290 0.6590 -0.039 0.006 -0.136 0.122
H 0.4054 3.1390 -1.0785 0.062 -0.076 0.120 0.121
H -1.8460 2.0403 0.6670 0.014 0.046 -0.108 0.119
H -2.1306 2.4199 -1.0565 0.004 -0.123 0.127 0.100
H -3.7114 0.6944 -0.3998 0.130 0.024 -0.073 0.131
H -2.4859 -0.0522 -1.4823 -0.175 0.145 0.009 0.105
S 3.6784 -7.6183 0.2716 0.168 -0.433 0.041 0.440
C 2.9999 -6.1498 -0.0100 -0.167 0.556 -0.125 -1.537
S 3.3557 -5.1664 -1.4005 -0.290 -0.086 0.689 0.850
C 2.3642 -3.7742 -0.9716 -0.090 -0.379 0.512 -1.230
C 1.6392 -3.9079 0.1704 0.449 -0.272 -0.385 -1.197
S 0.5125 -2.7911 0.8547 -0.537 0.396 -0.042 0.472
S 1.8603 -5.4054 1.0656 0.314 0.024 -0.611 0.848
S 2.4421 -2.4258 -2.0423 0.012 0.364 -0.423 0.381
C -3.6839 5.1500 1.1348 0.035 -0.013 -0.013 -0.043
C -3.3018 4.8779 -0.2878 -0.029 -0.011 -0.122 -0.279
C -4.1807 4.2356 -1.1540 0.163 0.080 -0.038 -0.035
C -3.7889 3.9122 -2.4440 -0.036 -0.081 -0.146 -0.053
C -2.5191 4.2470 -2.8740 0.227 -0.333 -0.437 -0.287
C -1.6471 4.9294 -2.0448 0.107 0.105 0.019 -0.071
C -2.0384 5.2369 -0.7543 -0.061 -0.051 -0.041 -0.038
S -1.9825 3.7827 -4.5205 0.284 0.275 0.196 0.651
O -3.0512 3.0813 -5.1806 -0.087 -0.258 0.181 -0.304
O -1.4945 4.9660 -5.1710 0.077 0.081 0.079 -0.299
N -0.6738 2.7884 -4.2369 -0.592 0.549 0.401 -0.119
C -0.5069 1.6789 -5.1609 0.014 -0.434 -0.538 -0.239
C -1.2058 0.4080 -4.6924 0.353 0.041 0.307 -0.082
C -0.5450 -0.1759 -3.4240 -0.753 0.320 -1.194 -0.724
O 0.4997 0.3471 -3.0046 0.698 0.350 0.248 -0.095
O -1.1316 -1.1312 -2.8674 -0.204 -0.343 0.511 -0.110
H -4.7558 5.0495 1.2808 -0.080 0.005 0.050 0.076
H -3.3790 6.1498 1.4342 0.001 0.087 0.071 0.080
H -3.1810 4.4393 1.7910 0.000 -0.032 0.102 0.082
H -5.1732 3.9760 -0.8147 -0.083 -0.040 0.035 0.114
H -4.4469 3.4021 -3.1287 -0.131 -0.120 -0.040 0.114
H -0.6772 5.2099 -2.4250 0.163 0.073 0.033 0.120
H -1.3571 5.7513 -0.0901 0.070 0.041 0.020 0.119
H -0.5899 2.4558 -3.2853 -0.054 0.110 0.310 0.081
H 0.5667 1.4933 -5.2541 -0.159 0.054 -0.067 0.123
H -0.9020 2.0036 -6.1249 0.124 -0.134 -0.059 0.113
H -1.1743 -0.3478 -5.4784 -0.021 -0.074 0.039 0.123
H -2.2562 0.6081 -4.4680 0.016 -0.052 -0.071 0.113

=====

12
Properties=species:S:1:pos:R:3:forces:R:3:lowdin_charge:R:1 method="wB97M-V/def2-TZVPD" e_above_lowest_kcal_mol=195.07 gap_ha=0.2814 total_energy_ev=-42712.94984 spin_multiplicity=1
Rb -3.4338 -0.9121 -0.6197 -6.461 -1.777 -6.939 1.268
Rb -0.5719 1.3208 0.5496 -1.871 9.670 -1.554 1.418
Cl -0.8274 -1.0370 1.4600 3.473 -10.532 0.999 0.636
O 0.3666 -0.5442 0.8735 -2.747 -3.047 6.037 -0.690
O -2.1122 -0.5768 0.8026 6.232 0.785 6.989 -1.048
O -0.5144 -2.4394 1.1101 -3.888 -0.420 0.185 -0.315
O -0.8335 -0.9638 2.8633 -1.619 1.743 1.606 -0.261
Cl 1.6759 1.0376 -1.4350 -0.871 -3.309 -1.258 0.696
O 2.8667 0.8165 -2.2473 -1.317 0.283 1.359 -0.306
O 1.5586 2.3150 -0.8843 1.212 3.848 0.972 -0.424
O 0.4545 0.8601 -2.2146 -0.027 -0.245 -1.278 -0.422
O 1.3709 0.1233 -0.2584 7.884 3.001 -7.118 -0.553

=====

48
Properties=species:S:1:pos:R:3:forces:R:3:lowdin_charge:R:1 method="wB97M-V/def2-TZVPD" e_above_lowest_kcal_mol=415.07 gap_ha=0.3147 total_energy_ev=-30209.73675 spin_multiplicity=1
C -0.6559 -3.8894 -0.6102 4.639 -4.878 -3.277 -0.113
C -1.3900 -2.9755 0.1672 -2.982 0.120 -0.995 -0.315
H -2.2821 -3.3757 0.5211 -1.414 -1.488 1.054 0.095
H -0.8998 -2.6208 0.9872 1.578 1.854 1.763 0.072
O -1.9196 -2.0106 -0.7641 -3.194 3.055 1.907 -0.065
C -3.1818 -1.3650 -0.3056 -1.399 -2.105 0.774 -0.175
O -4.0194 -1.8293 0.6026 5.228 2.874 -5.356 0.009
C -3.3565 -0.0360 -1.3643 -1.199 0.577 6.115 -0.121
C -2.2156 0.9642 -1.2093 3.994 -7.554 5.880 -0.097
N -2.0853 1.6355 0.1237 -4.580 4.650 -3.137 -0.175
C -1.7429 1.0985 1.2936 2.189 -10.452 -1.576 -0.182
C -0.3377 0.5464 1.0250 5.615 -5.921 3.117 -0.197
O 0.1969 -0.7736 1.4729 -3.682 7.686 -2.557 -0.150
N 0.5362 1.4622 0.5042 -3.076 -0.053 -0.970 0.091
C 1.8462 1.3018 -0.0336 -0.499 -1.290 3.861 -0.226
C 2.5576 0.1394 0.3619 4.849 1.346 -3.988 0.144
C 4.0006 0.0054 -0.1026 -9.094 14.864 0.207 -0.164
C 4.4936 1.2668 -0.6145 2.254 2.899 -1.848 -0.003
C 3.8608 2.5635 -0.9146 -7.934 -12.341 6.645 0.054
C 2.4009 2.5089 -0.3433 4.737 0.782 -4.687 0.013
H 1.7848 3.3483 -0.6754 -0.109 -0.070 0.805 0.104
H 4.0708 3.4430 -1.1245 3.375 7.524 -2.481 -0.009
H 5.5547 1.4485 -0.9585 -0.762 -1.362 0.643 0.110
C 4.6598 -1.0529 0.1822 12.752 2.280 -0.111 -0.539
O 4.1558 -1.9933 -0.1030 -5.664 -13.153 -1.293 0.215
C 6.3128 -0.9761 -0.0075 -2.906 -2.887 12.381 0.028
H 6.6663 -2.1324 0.3155 -0.510 3.608 -0.601 0.151
H 6.5991 -0.0425 0.6335 0.382 -2.179 -0.903 0.104
H 6.4948 -0.8162 -0.8950 1.671 1.531 -9.131 -0.060
H 2.2385 -0.7659 0.7266 -1.667 -1.302 1.096 0.070
H 0.0113 2.3094 0.1265 0.893 -1.439 0.759 0.166
H -2.3212 -0.0180 1.3529 1.148 2.693 1.155 0.184
H -1.7050 1.5787 2.1841 -0.605 2.117 2.340 0.103
C -3.4128 2.2366 0.3318 0.701 2.574 6.724 -0.204
C -4.6267 1.3523 0.3691 -0.684 7.579 2.267 -0.273
C -4.6223 0.8460 -0.9116 -3.692 -8.734 -5.697 -0.216
H -4.8585 1.3394 -1.9394 -0.258 0.102 2.535 0.159
H -5.4631 -0.0787 -0.6302 1.513 2.103 -2.195 0.179
H -4.5270 0.7592 1.2102 -0.259 -1.980 1.138 0.081
H -5.6243 2.1238 0.6014 2.768 -2.275 -0.729 0.203
H -3.4270 3.0145 -0.2966 -0.930 2.802 -2.834 0.059
H -3.4650 2.9863 1.5352 0.687 -2.268 -3.301 0.207
H -2.3509 1.6341 -1.8888 -0.022 4.335 -4.258 0.066
H -1.2703 0.2605 -1.2154 -1.215 1.860 -1.003 0.164
H -3.4360 -0.3708 -2.3430 -0.168 -0.842 -1.677 0.114
H 0.3296 -3.4287 -1.0678 -1.867 -0.710 0.933 0.115
H -1.2001 -4.3497 -1.5054 0.384 0.935 1.196 0.095
H -0.2563 -4.8907 -0.0669 -0.986 2.530 -0.690 0.129